1.
43
Properties=species:S:1:pos:R:3:forces:R:3 method="wB97M-V/def2-TZVPD" largest_force_ev_per_a=4.096 multiplicity=1 charge=-4 lumo_energy_ev=8.79 gap_ev=11.74
Zn -0.11029 -0.08004 -0.00497 0.49 1.67 0.15
As 2.62471 1.44323 2.26501 2.02 -0.59 -3.51
F 1.72422 2.96210 1.94762 1.17 -1.63 0.66
F 4.03140 2.26988 3.03890 -1.46 -0.48 -0.23
F 3.56875 -0.15362 2.34759 -1.63 2.11 0.54
F 1.26111 0.52375 1.33959 1.14 0.99 1.36
F 3.46564 1.62208 0.68954 -1.01 0.13 1.41
F 1.80558 1.17489 3.71484 0.04 -0.06 0.43
As -2.33351 2.73277 1.23991 -1.07 0.63 0.09
F -3.20701 4.23328 1.75930 1.16 -1.04 -0.18
F -3.43607 2.77580 -0.20758 1.71 -0.01 1.30
F -1.60054 1.20246 0.53101 -0.81 1.04 1.03
F -1.30057 2.71220 2.72406 -1.69 -0.39 -1.66
F -3.71485 1.77988 2.04452 2.39 1.08 -0.83
F -0.97068 3.64242 0.48684 -2.26 -1.03 0.81
As 0.63704 2.41745 -2.71894 0.57 0.90 -0.92
F -1.04380 2.00297 -3.14749 1.65 0.67 0.22
F 0.01362 3.86834 -1.83490 1.21 -1.90 -1.17
F 2.38974 2.73600 -2.22041 -2.75 -0.29 -0.61
F 1.18192 1.00894 -3.65530 -0.36 1.33 0.83
F 0.89219 3.49699 -4.21502 -0.40 -1.28 1.72
F 0.43510 1.32726 -1.27076 0.51 1.41 -1.02
As -1.26326 -2.15759 2.60881 -1.73 -0.86 2.74
F 0.23026 -3.12949 2.88889 -1.92 1.06 -0.46
F -0.67124 -0.77594 3.57731 0.53 -1.27 -1.12
F -2.73492 -1.22214 2.54645 0.39 0.02 -1.49
F -2.14971 -3.50075 1.70409 1.83 1.76 1.05
F -2.02499 -2.72324 4.11898 0.98 -0.87 -0.27
F -0.53166 -1.50499 1.14190 -0.73 -1.45 1.07
As -2.20133 -2.00190 -2.20565 -0.26 -1.31 -2.32
F -0.84845 -2.26824 -3.30989 -1.13 0.69 0.54
F -2.76919 -0.56519 -3.16344 0.29 -1.86 0.80
F -3.58029 -1.93989 -1.16075 0.55 0.40 0.06
F -1.45784 -3.29369 -1.23667 -1.03 1.13 -0.55
F -1.33112 -0.77884 -1.30751 -0.29 -0.17 -0.15
F -3.18488 -3.11962 -3.20486 0.65 0.51 0.39
As 2.58547 -2.37850 -1.08888 0.98 -1.92 -0.99
F 1.37088 -3.45675 -0.46398 1.01 0.38 0.12
F 1.45992 -1.05376 -0.59183 1.69 -0.90 -0.56
F 3.71049 -1.31056 -1.80156 0.16 0.58 -0.05
F 3.64339 -3.82301 -1.58828 -1.19 1.26 0.42
F 1.78968 -2.40789 -2.68678 0.57 -0.21 1.46
F 3.64528 -2.28715 0.37032 -1.95 -0.23 -1.08


2.
18
Properties=species:S:1:pos:R:3:forces:R:3 method="wB97M-V/def2-TZVPD" smiles=CON[C@H](S)n1cncn1 largest_force_ev_per_a=3.739 multiplicity=1 lumo_energy_ev=0.62 gap_ev=10.17
C 2.11969 -0.09305 1.32777 1.02 -0.28 0.10
C 0.21892 0.07765 2.15778 0.01 1.89 -0.41
C -0.41197 -1.87195 -1.22501 2.24 0.19 -1.13
C -1.04405 0.93335 -0.19638 1.64 -1.42 1.38
N 1.43196 -0.15430 2.49373 3.20 -1.79 0.74
N 1.38898 0.29672 0.31489 -0.53 0.00 0.07
N 0.18094 0.43871 0.88052 -2.23 0.70 -2.92
N -0.74856 0.39582 -1.44181 -1.81 -0.60 2.38
O -1.25016 -0.86080 -1.74796 -0.46 0.79 -0.58
S -1.10419 2.69557 -0.03938 0.30 0.72 -1.04
H 3.17583 -0.36304 1.17219 -0.69 0.32 0.41
H -0.36121 0.46977 2.92417 -2.19 -0.07 0.85
H -1.02295 -2.63217 -0.82707 -0.63 -0.70 1.00
H 0.29701 -1.34261 -0.60267 -0.14 -0.79 0.79
H 0.26626 -2.37169 -1.96670 -0.82 0.55 -0.11
H -1.95961 0.58299 0.27132 0.18 -0.70 -0.16
H -0.34203 0.91600 -2.14071 0.99 0.89 -1.82
H -0.83487 2.88303 -1.35470 -0.07 0.30 0.45


3.
81
Properties=species:S:1:pos:R:3:forces:R:3 method="wB97M-V/def2-TZVPD" largest_force_ev_per_a=0.699 multiplicity=2 charge=-2 lumo_energy_ev="4.14 / 4.14" gap_ev="3.60 / 3.73"
Re -0.64044 -0.35540 -1.32090 0.39 0.57 -0.09
C 2.78187 -0.67968 0.44790 0.06 0.09 -0.02
Si 1.93471 -0.16964 -1.21457 0.10 -0.08 0.25
C 2.97806 -1.16878 -2.47039 -0.01 0.02 0.01
C 2.64355 1.60929 -1.37515 -0.07 0.02 -0.03
C 4.00287 1.94153 -1.38535 0.01 -0.02 0.01
C 4.42804 3.26078 -1.44812 -0.01 0.04 0.00
C 3.48410 4.28369 -1.50115 0.05 -0.01 -0.01
C 2.13327 3.96749 -1.49652 -0.04 0.01 0.00
C 1.69148 2.64080 -1.43683 0.01 -0.05 0.02
Si -0.15969 2.12739 -1.44414 -0.11 -0.30 -0.07
C -0.78795 3.14362 -2.95024 0.06 0.03 0.02
C -0.85648 3.14524 0.03509 0.01 0.05 -0.01
H 3.86923 -0.77941 0.33386 0.00 0.00 -0.01
H 2.38604 -1.62182 0.83325 -0.04 -0.05 0.01
H 2.59256 0.11164 1.18028 -0.01 -0.04 -0.04
H 4.04951 -0.98169 -2.32704 0.00 0.00 0.00
H 2.71787 -0.89820 -3.49724 0.04 0.02 0.02
H 2.79912 -2.24158 -2.35201 -0.01 0.02 -0.01
H 4.74876 1.15091 -1.33914 -0.01 0.00 0.00
H 5.48868 3.49657 -1.45529 0.00 0.00 0.00
H 3.80518 5.32046 -1.55018 0.00 0.00 0.00
H 1.40648 4.77577 -1.54248 0.00 -0.01 0.00
H -0.50601 4.20033 -2.85675 -0.01 0.00 -0.02
H -1.87124 3.09065 -3.06285 -0.08 -0.05 0.02
H -0.33888 2.74938 -3.86604 0.00 0.00 0.01
H -0.63846 4.21604 -0.07162 -0.01 0.00 0.03
H -0.41271 2.79514 0.97213 0.01 -0.01 0.00
H -1.94133 3.02127 0.11996 0.02 0.00 -0.02
C -4.55361 -0.80119 -1.73085 -0.03 0.00 0.00
C -3.75297 0.35353 -1.11331 0.11 0.14 0.20
C -4.10592 0.48312 0.37513 -0.05 0.01 0.00
C -4.11138 1.65646 -1.83271 0.03 0.03 -0.03
N -2.36423 0.04765 -1.22297 -0.38 -0.32 -0.11
H -5.63376 -0.63083 -1.64324 0.00 0.00 0.00
H -4.29298 -1.73454 -1.22948 0.00 0.00 0.00
H -4.29051 -0.90349 -2.78512 0.00 0.00 0.00
H -5.17918 0.65848 0.51932 0.00 0.00 0.00
H -3.54518 1.31271 0.81069 -0.01 -0.01 0.00
H -3.81211 -0.42609 0.90214 0.00 0.00 0.00
H -5.18575 1.86317 -1.75912 0.01 -0.01 0.00
H -3.83542 1.58436 -2.88590 0.02 0.00 -0.01
H -3.56157 2.49094 -1.39517 0.01 0.00 -0.02
C 0.37504 -2.86793 -4.35549 -0.01 0.03 -0.01
C 0.58700 -3.80364 -3.20368 0.01 -0.04 0.02
C 1.04205 -5.09452 -3.39999 -0.02 0.00 -0.02
C 1.22226 -5.99117 -2.34710 0.00 -0.01 0.00
C 0.90205 -5.55694 -1.06131 -0.03 0.01 0.01
C 0.44029 -4.27820 -0.80777 -0.03 -0.02 -0.01
C 0.03650 -3.85144 0.57240 0.03 0.01 0.01
C 0.29430 -3.33711 -1.87982 0.07 0.03 -0.02
N -0.13572 -2.10563 -1.65803 -0.10 -0.06 -0.15
H 0.52469 -3.38741 -5.30678 0.00 0.00 0.00
H 1.05001 -2.01037 -4.30860 -0.03 -0.04 0.01
H -0.63147 -2.44153 -4.32444 -0.01 -0.01 -0.01
H 1.26386 -5.41070 -4.41757 0.00 -0.01 0.01
H 1.58623 -6.99689 -2.52473 0.00 0.00 0.00
H 1.00382 -6.24120 -0.22101 0.01 -0.01 -0.01
H 0.06948 -4.69730 1.26570 0.01 0.00 0.00
H -0.97218 -3.42726 0.56351 0.00 -0.01 -0.01
H 0.67080 -3.05252 0.96137 0.01 0.04 0.00
C 1.63748 -0.00331 5.95468 -0.03 -0.02 0.02
C 2.04414 0.84383 4.74895 0.02 0.06 -0.11
N 1.40839 0.44795 3.51169 -0.15 -0.27 0.25
C 0.07015 0.60693 3.23582 0.22 0.31 -0.02
S -0.65956 -0.29933 2.07090 -0.07 -0.12 0.02
N -0.52183 1.66492 3.89796 -0.13 -0.32 0.04
C -1.95403 1.87973 3.77747 -0.01 0.10 -0.02
C -2.77888 0.96988 4.67640 -0.02 -0.02 0.03
H 2.13797 0.33640 6.86500 0.01 0.01 -0.01
H 1.89921 -1.04894 5.78668 0.01 0.00 0.00
H 0.55855 0.03763 6.11983 0.00 0.01 0.00
H 3.12112 0.77024 4.59034 0.01 0.00 0.01
H 1.84631 1.90328 4.93236 0.02 0.00 0.01
H 1.77811 -0.37759 3.06056 0.04 0.09 -0.08
H -0.15423 1.85078 4.81786 0.06 0.14 -0.05
H -2.21132 1.70969 2.73393 0.00 0.02 -0.01
H -2.14898 2.93153 4.00264 0.00 -0.01 0.01
H -2.60265 -0.07314 4.41082 0.01 0.02 -0.01
H -3.84453 1.17943 4.56185 0.00 -0.01 -0.01
H -2.51802 1.11574 5.72973 0.00 0.00 0.00


ΔE to the lowest compared entry with this formula, charge and spin: 388.9, 201.4, 135.1 (kJ/mol)